Record 1
{"formula": "C39H51ClN3O29S", "method": "ωB97M-V/def2-TZVPD", "species": ["C", "S", "O", "O", "C", "C", "N", "C", "C", "C", "Cl", "C", "N", "C", "C", "C", "C", "N", "C", "H", "H", "H", "H", "H", "H", "H", "H", "H", "H", "H", "H", "H", "H", "H", "C", "C", "O", "C", "O", "O", "H", "H", "H", "H", "C", "C", "O", "C", "O", "O", "H", "H", "H", "H", "C", "C", "O", "C", "O", "O", "H", "H", "H", "H", "C", "C", "O", "C", "O", "O", "H", "H", "H", "H", "C", "C", "O", "C", "O", "O", "H", "H", "H", "H", "C", "C", "O", "C", "O", "O", "H", "H", "H", "H", "C", "C", "O", "C", "O", "O", "H", "H", "H", "H", "C", "C", "O", "C", "O", "O", "H", "H", "H", "H", "C", "C", "O", "C", "O", "O", "H", "H", "H", "H"], "coordinates": [[-0.670, -0.449, -3.185], [0.501, -0.466, -1.882], [0.257, 0.678, -1.050], [0.544, -1.756, -1.254], [2.059, -0.188, -2.683], [2.364, 0.124, -3.969], [3.728, 0.278, -4.040], [4.477, 0.604, -5.268], [4.423, -0.532, -6.285], [4.715, -1.897, -5.699], [6.444, -2.088, -5.304], [4.236, 0.060, -2.837], [3.255, -0.238, -1.983], [3.487, -0.527, -0.589], [3.634, -1.814, -0.118], [3.919, -1.947, 1.226], [4.033, -0.802, 2.005], [3.867, 0.435, 1.542], [3.596, 0.555, 0.253], [-0.221, -0.578, -4.166], [-1.386, -1.252, -3.031], [-1.165, 0.521, -3.155], [1.717, 0.249, -4.819], [4.019, 1.502, -5.676], [5.503, 0.808, -4.967], [3.450, -0.566, -6.777], [5.187, -0.315, -7.031], [4.455, -2.670, -6.418], [4.162, -2.110, -4.785], [5.282, 0.121, -2.587], [3.533, -2.662, -0.782], [4.055, -2.924, 1.668], [4.268, -0.898, 3.058], [3.459, 1.541, -0.180], [0.325, -2.869, 1.899], [-0.817, -2.266, 2.691], [-1.642, -3.411, 2.939], [-0.868, -4.518, 2.875], [-1.212, -5.607, 3.201], [0.356, -4.217, 2.379], [1.279, -2.385, 2.074], [0.108, -2.871, 0.832], [-0.499, -1.847, 3.646], [-1.357, -1.507, 2.132], [7.719, -2.284, -10.568], [8.065, -1.670, -9.222], [6.878, -0.917, -8.928], [5.846, -1.461, -9.616], [4.706, -1.162, -9.444], [6.287, -2.370, -10.499], [8.142, -3.271, -10.723], [7.987, -1.638, -11.404], [8.203, -2.420, -8.442], [8.927, -1.011, -9.249], [-4.409, 1.812, 1.704], [-3.482, 0.882, 0.944], [-2.321, 0.856, 1.797], [-2.703, 1.176, 3.051], [-2.011, 1.076, 4.015], [-3.976, 1.617, 3.062], [-5.460, 1.558, 1.608], [-4.263, 2.859, 1.440], [-3.879, -0.131, 0.867], [-3.213, 1.244, -0.044], [-1.008, 4.311, -2.696], [-1.190, 4.154, -1.197], [-2.457, 3.485, -1.117], [-2.682, 2.840, -2.282], [-3.546, 2.046, -2.466], [-1.754, 3.193, -3.205], [0.027, 4.248, -3.018], [-1.452, 5.229, -3.079], [-0.429, 3.512, -0.750], [-1.233, 5.097, -0.660], [4.610, 5.200, 0.194], [5.555, 4.083, -0.216], [4.873, 3.529, -1.356], [4.057, 4.485, -1.872], [3.486, 4.359, -2.912], [3.982, 5.537, -1.055], [5.107, 6.071, 0.609], [3.844, 4.865, 0.889], [6.533, 4.443, -0.536], [5.682, 3.326, 0.554], [-5.295, 0.388, 5.859], [-4.732, 1.278, 6.951], [-5.825, 2.170, 7.200], [-6.972, 1.572, 6.812], [-8.064, 1.985, 7.026], [-6.703, 0.431, 6.130], [-4.934, -0.637, 5.908], [-5.120, 0.794, 4.864], [-4.513, 0.729, 7.867], [-3.854, 1.837, 6.642], [-10.158, -0.173, 4.705], [-9.346, -1.359, 4.238], [-10.086, -1.818, 3.104], [-10.818, -0.778, 2.627], [-11.405, -0.784, 1.597], [-10.768, 0.269, 3.486], [-9.556, 0.619, 5.142], [-10.941, -0.454, 5.411], [-8.345, -1.072, 3.911], [-9.266, -2.146, 4.983], [1.432, 5.215, 4.828], [2.914, 4.896, 4.748], [3.217, 5.227, 3.385], [2.296, 6.124, 2.947], [2.372, 6.718, 1.920], [1.293, 6.240, 3.836], [1.115, 5.590, 5.797], [0.807, 4.368, 4.544], [3.514, 5.530, 5.401], [3.148, 3.853, 4.939], [-2.945, -8.039, 1.840], [-3.360, -7.876, 3.289], [-4.506, -8.732, 3.369], [-4.421, -9.663, 2.391], [-5.125, -10.612, 2.291], [-3.413, -9.356, 1.536], [-1.873, -7.975, 1.688], [-3.450, -7.328, 1.183], [-2.597, -8.237, 3.980], [-3.624, -6.857, 3.550]], "max_force_ev_per_a": 1.10, "total_charge": 1, "e_lumo_ev": -3.11, "e_tot_ev": -128470.1847, "homo_ev": -11.71, "multiplicity": 1}

Record 2
{"formula": "C26H69N2O10Y", "method": "ωB97M-V/def2-TZVPD", "species": ["Y", "C", "C", "O", "H", "H", "H", "H", "H", "O", "H", "H", "O", "H", "H", "O", "H", "H", "O", "H", "H", "O", "H", "H", "C", "C", "C", "C", "C", "C", "N", "O", "C", "C", "C", "H", "H", "H", "H", "H", "H", "H", "H", "H", "H", "H", "H", "H", "H", "H", "H", "H", "H", "H", "C", "C", "C", "C", "C", "C", "N", "O", "C", "C", "C", "H", "H", "H", "H", "H", "H", "H", "H", "H", "H", "H", "H", "H", "H", "H", "H", "H", "H", "H", "C", "C", "C", "O", "H", "H", "H", "H", "H", "H", "H", "H", "C", "C", "C", "O", "H", "H", "H", "H", "H", "H", "H", "H"], "coordinates": [[2.305, -0.609, -6.453], [0.916, -0.019, -1.827], [0.498, 0.250, -3.278], [1.498, 0.021, -4.240], [0.194, 0.225, -1.047], [1.875, 0.461, -1.633], [1.046, -1.075, -1.590], [0.203, 1.299, -3.281], [-0.502, -0.166, -3.400], [-1.980, 0.709, -5.732], [-1.750, -0.123, -5.319], [-2.747, 1.014, -5.247], [1.960, 3.187, -4.536], [1.821, 2.254, -4.377], [2.905, 3.309, -4.439], [0.340, -3.669, -3.530], [-0.407, -3.071, -3.531], [0.921, -3.325, -2.852], [-0.612, 3.174, -6.083], [0.006, 3.322, -5.367], [-1.061, 4.013, -6.190], [4.365, 0.027, -2.712], [4.892, 0.761, -3.028], [3.461, 0.336, -2.776], [4.195, -0.858, 4.441], [4.144, -1.014, 2.893], [3.004, -1.870, 2.418], [1.623, -1.160, 2.598], [1.570, 0.223, 1.934], [2.846, 1.150, 2.206], [4.091, 0.312, 2.271], [5.323, 0.999, 2.464], [3.049, 2.201, 1.033], [2.610, 1.939, 3.570], [5.421, -1.773, 2.368], [5.135, -0.456, 4.819], [4.280, -1.885, 4.797], [3.457, -0.196, 4.894], [3.016, -2.203, 1.380], [3.179, -2.732, 3.061], [1.304, -1.108, 3.640], [0.806, -1.736, 2.163], [0.747, 0.677, 2.487], [1.111, 0.146, 0.948], [2.036, 2.529, 0.804], [3.691, 3.074, 1.147], [3.524, 1.639, 0.229], [3.593, 2.284, 3.890], [1.957, 2.806, 3.469], [2.038, 1.394, 4.320], [5.449, -2.733, 2.884], [6.355, -1.212, 2.396], [5.229, -1.879, 1.300], [5.827, 0.496, 1.820], [-1.711, 2.994, 2.244], [-2.725, 1.904, 2.161], [-2.573, 1.030, 3.450], [-3.753, 0.081, 3.555], [-5.091, 0.876, 3.678], [-5.331, 1.976, 2.564], [-4.043, 2.540, 2.029], [-4.261, 3.349, 0.940], [-6.294, 1.400, 1.487], [-6.046, 3.135, 3.247], [-2.443, 1.020, 0.935], [-1.903, 3.499, 1.297], [-0.659, 2.737, 2.369], [-2.056, 3.541, 3.121], [-1.619, 0.513, 3.343], [-2.479, 1.618, 4.362], [-3.534, -0.392, 4.512], [-3.844, -0.673, 2.773], [-5.476, 1.214, 4.640], [-5.903, 0.148, 3.703], [-7.196, 1.117, 2.029], [-6.558, 2.087, 0.682], [-5.742, 0.592, 1.006], [-5.333, 3.679, 3.866], [-6.581, 3.783, 2.552], [-6.844, 2.779, 3.898], [-2.288, 1.583, 0.014], [-3.261, 0.305, 0.848], [-1.603, 0.338, 1.068], [-4.279, 4.239, 1.299], [-3.173, -0.985, -2.355], [-3.314, -2.031, -3.555], [-4.618, -2.030, -4.333], [-2.153, -1.799, -4.437], [-3.279, 0.052, -2.671], [-2.241, -1.196, -1.830], [-4.072, -1.033, -1.740], [-3.233, -3.053, -3.184], [-5.448, -2.307, -3.683], [-4.571, -2.406, -5.355], [-5.024, -1.034, -4.512], [-2.103, -2.552, -5.031], [4.735, -3.002, -1.162], [3.776, -3.991, -1.884], [2.639, -4.447, -1.000], [3.131, -3.187, -2.827], [5.590, -2.896, -1.830], [4.991, -3.571, -0.268], [4.299, -2.036, -0.912], [4.351, -4.835, -2.263], [2.879, -5.360, -0.454], [1.761, -4.737, -1.577], [2.304, -3.639, -0.349], [3.447, -2.300, -2.640]], "max_force_ev_per_a": 5.58, "total_charge": 2, "e_lumo_ev": -10.32, "e_tot_ev": -52552.9954, "homo_ev": -11.66, "multiplicity": 1}

Record 3
{"formula": "C4H16N2O2", "method": "ωB97M-V/def2-TZVPD", "species": ["C", "C", "C", "C", "N", "N", "H", "H", "H", "H", "H", "H", "H", "H", "H", "H", "H", "H", "H", "H", "O", "H", "H", "O"], "coordinates": [[-0.796, -2.239, 1.181], [0.588, -1.833, 1.730], [1.309, -0.815, 0.839], [2.096, 1.415, 1.514], [2.322, -0.045, 1.586], [-1.871, -1.355, 1.656], [-0.775, -2.108, 0.107], [-0.996, -3.240, 1.572], [1.199, -2.751, 1.678], [0.530, -1.575, 2.782], [1.860, -1.378, 0.089], [0.600, -0.115, 0.402], [1.233, 1.681, 2.129], [1.776, 1.727, 0.504], [2.998, 1.933, 1.811], [3.235, -0.186, 1.183], [-1.632, -0.908, 2.533], [-2.175, -0.669, 0.986], [-1.041, 2.334, -2.510], [-1.784, 1.946, -1.277], [-1.853, 1.856, -2.252], [-1.916, 1.670, -6.602], [-2.295, 2.393, -5.365], [-2.611, 2.264, -6.276]], "max_force_ev_per_a": 1.86, "total_charge": -1, "e_lumo_ev": [3.64, 3.55], "e_tot_ev": -11481.0553, "homo_ev": [0.65, -5.89], "multiplicity": 2}